1.
A molecular structure, C6H12N2O3PtS at a distorted geometry. Source: the Open Molecules 2025 dataset; level of theory: ωB97M-V/def2-TZVPD.

CARTESIAN COORDINATES (ANGSTROEM)
Pt1 -0.052 -0.698 0.226
N1 -1.837 -1.563 0.841
C1 -2.572 -0.467 1.562
C2 -1.596 0.548 2.219
O1 -1.891 1.107 3.261
N2 -0.526 0.750 1.431
C3 0.599 1.635 1.678
C4 1.911 1.038 1.123
O2 2.984 1.441 1.492
O3 1.775 0.101 0.175
H1 -1.508 -2.229 1.535
H2 -2.439 -2.079 0.208
H3 -3.125 0.096 0.811
H4 -3.265 -0.865 2.299
H5 0.460 2.558 1.102
H6 0.709 1.920 2.722
C5 1.917 -3.269 -0.283
S1 0.654 -2.379 -1.212
C6 1.717 -1.566 -2.417
H7 2.688 -2.571 0.036
H8 2.335 -4.059 -0.905
H9 1.443 -3.705 0.593
H10 2.283 -2.329 -2.948
H11 2.367 -0.861 -1.903
H12 1.072 -1.037 -3.115

Calculated values
E_HOMO ... -8.3729 eV
Net charge ... 0
LUMO energy ... -0.174 eV
Energy relative to the best compared isomer or geometry (same formula, charge and spin) ... 27.5 kJ/mol
2S+1 ... 1
Maximum force ... 1.46 eV Å⁻¹

---

2.
A molecular structure, C52H46N3O2P2SSiTi at a distorted geometry. Source: the Open Molecules 2025 dataset; level of theory: ωB97M-V/def2-TZVPD.

CARTESIAN COORDINATES (ANGSTROEM)
Ti1 -0.570 0.314 0.895
N1 -2.785 -1.453 4.380
C1 -2.188 -0.766 3.325
S1 -0.908 -1.602 2.455
N2 -2.651 0.410 3.080
N3 -2.053 1.035 1.962
C2 -2.469 2.310 1.826
C3 -2.300 3.097 0.641
C4 -2.918 4.360 0.569
C5 -2.939 5.106 -0.596
C6 -2.340 4.598 -1.749
C7 -1.698 3.366 -1.701
C8 -1.627 2.631 -0.523
O1 -0.942 1.478 -0.500
H1 -2.189 -2.148 4.799
H2 -3.245 -0.844 5.039
H3 -3.076 2.710 2.630
H4 -3.413 4.735 1.460
H5 -3.431 6.071 -0.613
H6 -2.370 5.158 -2.677
H7 -1.228 2.947 -2.585
O2 -0.098 -1.053 -2.741
C9 1.021 -0.533 -3.337
C10 1.112 -0.412 -4.722
C11 2.259 0.120 -5.277
C12 3.297 0.538 -4.458
C13 3.149 0.474 -3.080
C14 2.003 -0.048 -2.488
P1 1.715 0.078 -0.633
C15 2.896 -1.225 -0.085
C16 2.282 -2.373 0.413
C17 3.031 -3.495 0.754
C18 4.409 -3.475 0.608
C19 5.032 -2.336 0.113
C20 4.280 -1.225 -0.240
C21 2.572 1.689 -0.443
C22 1.969 2.792 -1.056
C23 2.559 4.044 -0.990
C24 3.774 4.210 -0.330
C25 4.374 3.122 0.284
C26 3.769 1.870 0.238
C27 -0.675 -2.238 -3.108
C28 -0.197 -3.084 -4.104
C29 -0.912 -4.233 -4.403
C30 -2.079 -4.536 -3.722
C31 -2.502 -3.705 -2.691
C32 -1.800 -2.557 -2.353
P2 -2.130 -1.542 -0.832
C33 -3.183 -2.773 0.047
C34 -2.527 -3.868 0.611
C35 -3.232 -4.873 1.250
C36 -4.617 -4.789 1.357
C37 -5.280 -3.704 0.809
C38 -4.565 -2.703 0.151
C39 -3.348 -0.321 -1.459
C40 -4.078 0.435 -0.541
C41 -4.879 1.483 -0.971
C42 -4.960 1.794 -2.322
C43 -4.242 1.046 -3.242
C44 -3.437 -0.004 -2.812
H8 0.286 -0.719 -5.349
H9 2.336 0.216 -6.354
H10 4.200 0.952 -4.888
H11 3.934 0.868 -2.445
H12 1.206 -2.376 0.553
H13 2.535 -4.373 1.148
H14 5.000 -4.340 0.887
H15 6.110 -2.313 0.001
H16 4.787 -0.354 -0.636
H17 1.025 2.669 -1.574
H18 2.067 4.890 -1.453
H19 4.235 5.189 -0.275
H20 5.309 3.244 0.820
H21 4.228 1.043 0.758
H22 0.720 -2.863 -4.630
H23 -0.546 -4.893 -5.180
H24 -2.645 -5.426 -3.968
H25 -3.385 -3.971 -2.124
H26 -1.446 -3.931 0.549
H27 -2.701 -5.712 1.682
H28 -5.173 -5.564 1.871
H29 -6.358 -3.627 0.889
H30 -5.101 -1.872 -0.287
H31 -4.007 0.219 0.519
H32 -5.412 2.079 -0.240
H33 -5.569 2.627 -2.653
H34 -4.293 1.286 -4.298
H35 -2.872 -0.575 -3.539
C45 0.154 1.283 4.444
Si1 1.004 1.377 2.742
C46 1.286 3.251 2.593
C47 2.709 0.685 3.294
C48 3.815 1.513 3.522
C49 5.040 1.013 3.955
C50 5.192 -0.349 4.185
C51 4.103 -1.193 3.990
C52 2.885 -0.682 3.551
H36 -0.823 1.774 4.440
H37 0.800 1.777 5.179
H38 0.004 0.246 4.761
H39 1.521 3.687 3.572
H40 0.357 3.710 2.233
H41 2.074 3.532 1.890
H42 3.715 2.582 3.363
H43 5.875 1.688 4.113
H44 6.146 -0.749 4.510
H45 4.203 -2.258 4.176
H46 2.049 -1.362 3.395

Calculated values
E_HOMO (spin up / spin down) ... -2.3895 / -3.9489 eV
Net charge ... -1
⟨S²⟩ ... 2.045
LUMO energy (spin up / spin down) ... 2.379 / 2.379 eV
Energy relative to the best compared isomer or geometry (same formula, charge and spin) ... 0.0 kJ/mol
2S+1 ... 3
Maximum force ... 2.21 eV Å⁻¹

---

3.
2 unconnected molecules or ions with the total composition C5H13NS at a distorted geometry. Source: the Open Molecules 2025 dataset; level of theory: ωB97M-V/def2-TZVPD.

CARTESIAN COORDINATES (ANGSTROEM)
C1 -3.392 0.386 -0.322
C2 2.100 -1.551 0.305
C3 2.153 0.582 -1.033
C4 -0.339 -0.120 1.332
C5 2.066 -0.059 0.071
N1 -1.028 1.078 -0.968
S1 -1.705 0.030 0.233
H1 -3.701 1.215 0.184
H2 -4.043 -0.392 -0.258
H3 2.975 -1.808 0.781
H4 1.931 -2.176 -0.656
H5 1.288 -1.597 1.029
H6 2.014 1.631 -1.076
H7 2.002 0.184 -2.019
H8 -0.243 1.686 -0.493
H9 -0.231 0.851 1.721
H10 -0.681 -0.921 1.951
H11 2.192 0.440 1.019
H12 -1.772 1.675 -1.305
H13 -1.586 -1.136 -0.494

Calculated values
E_HOMO ... -7.5487 eV
Net charge ... 0
LUMO energy ... 0.527 eV
Energy relative to the best compared isomer or geometry (same formula, charge and spin) ... 792.8 kJ/mol
SMILES ... C=[SH](=C)N.C=CC
2S+1 ... 1
Maximum force ... 3.97 eV Å⁻¹

---

4.
A molecular structure, C36H37BN7O4Pt. Source: the Open Molecules 2025 dataset; level of theory: ωB97M-V/def2-TZVPD.

CARTESIAN COORDINATES (ANGSTROEM)
Pt1 -0.489 0.905 -0.496
B1 -0.354 4.250 0.241
N1 0.980 3.433 0.218
C1 2.173 3.852 0.635
C2 3.078 2.802 0.579
C3 2.334 1.731 0.120
N2 1.080 2.136 -0.135
N3 -1.383 3.346 1.008
C4 -2.094 3.706 2.076
C5 -2.685 2.588 2.640
C6 -2.262 1.532 1.852
N4 -1.497 2.010 0.855
H1 -0.716 4.519 -0.856
H2 -0.165 5.217 0.922
H3 2.296 4.872 0.959
H4 4.114 2.808 0.863
H5 2.608 0.695 0.019
H6 -2.119 4.740 2.374
H7 -3.316 2.544 3.510
H8 -2.406 0.466 1.937
O1 -3.758 -5.020 -1.270
C7 -4.455 -3.922 -0.728
C8 -3.574 -2.709 -0.790
C9 -4.058 -1.467 -0.399
C10 -3.212 -0.383 -0.398
N5 -1.938 -0.493 -0.776
C11 -1.474 -1.666 -1.239
C12 -2.267 -2.796 -1.243
C13 -0.108 -1.617 -1.786
C14 0.518 -2.694 -2.382
C15 1.775 -2.532 -2.947
C16 2.463 -3.697 -3.619
O2 1.938 -4.942 -3.224
C17 2.356 -1.272 -2.909
C18 1.689 -0.239 -2.287
N6 0.492 -0.410 -1.723
H9 -4.295 -5.814 -1.186
H10 -4.723 -4.090 0.321
H11 -5.379 -3.715 -1.280
H12 -5.084 -1.342 -0.081
H13 -3.531 0.593 -0.066
H14 -1.888 -3.745 -1.588
H15 0.048 -3.666 -2.407
H16 3.542 -3.630 -3.461
H17 2.292 -3.613 -4.695
H18 2.366 -5.232 -2.412
H19 3.328 -1.088 -3.347
H20 2.120 0.747 -2.207
C19 3.434 -3.365 5.805
C20 2.507 -2.771 4.781
C21 2.056 -1.463 4.896
C22 1.216 -0.894 3.944
C23 0.736 0.527 4.080
C24 0.814 -1.672 2.864
C25 1.244 -2.990 2.723
C26 0.791 -3.816 1.548
C27 2.091 -3.521 3.684
C28 -0.115 -1.071 1.847
O3 -1.312 -1.337 1.832
O4 0.488 -0.276 1.011
H21 3.477 -2.750 6.703
H22 4.448 -3.449 5.409
H23 3.111 -4.366 6.093
H24 2.365 -0.867 5.748
H25 1.157 1.001 4.964
H26 -0.354 0.563 4.164
H27 1.018 1.121 3.207
H28 -0.297 -3.914 1.536
H29 1.223 -4.815 1.583
H30 1.095 -3.348 0.607
H31 2.429 -4.547 3.584
C29 -1.412 1.793 -2.165
C30 -0.881 3.019 -2.831
C31 -1.752 4.060 -3.137
C32 -1.301 5.200 -3.777
C33 0.044 5.312 -4.115
C34 0.923 4.266 -3.838
C35 0.453 3.128 -3.214
C36 0.531 6.503 -4.756
N7 0.921 7.456 -5.265
H32 -1.392 0.963 -2.874
H33 -2.445 1.949 -1.856
H34 -2.795 3.986 -2.853
H35 -1.979 6.012 -4.003
H36 1.964 4.356 -4.118
H37 1.141 2.321 -3.004

Calculated values
E_HOMO ... -10.5717 eV
Net charge ... +1
LUMO energy ... -3.950 eV
Energy relative to the best compared isomer or geometry (same formula, charge and spin) ... 0.0 kJ/mol
2S+1 ... 1
Maximum force ... 0.23 eV Å⁻¹